(1)
57
Properties=species:S:1:pos:R:3:forces:R:3:nbo_charge:R:1 method="wB97M-V/def2-TZVPD" de_lowest_ev=0.3170 largest_force_ev_per_a=1.0 gap_ev=8.58 smiles="CCCc1cc(=O)oc2c3c(cc(OCC(=O)N[C@@H](C)C(=O)O)c12)OC(C)(C)CC3"
C -3.795578 -1.622127 2.209618 -0.1923 -0.0441 -0.0822 -0.61
C -4.541279 -1.892782 0.909954 0.1707 -0.0605 0.0577 -0.37
C -3.625074 -1.847862 -0.323496 -0.2713 -0.2049 0.0251 -0.45
C -3.072612 -0.465535 -0.523482 -0.3986 0.2830 -0.3573 0.11
C -3.896348 0.443677 -1.102287 0.2479 -0.3758 0.1810 -0.36
C -3.557566 1.830339 -1.282501 -0.5836 0.2939 -0.2886 0.74
O -4.258307 2.679019 -1.777450 0.3087 -0.2470 0.1760 -0.57
O -2.319994 2.203773 -0.826543 0.1156 0.1641 -0.0060 -0.46
C -1.455560 1.330653 -0.270252 0.5724 -0.7293 0.3745 0.38
C -0.230867 1.893623 0.098826 0.1341 0.2445 0.0014 -0.17
C 0.724043 1.072524 0.671994 -0.7777 -0.2778 -0.2392 0.45
C 0.439977 -0.277062 0.904407 0.0562 -0.1603 0.2013 -0.40
C -0.754095 -0.838450 0.505865 0.1457 0.4989 0.0213 0.35
O -0.993078 -2.180466 0.612854 -0.0866 0.1825 -0.1888 -0.51
C -0.046564 -3.016428 1.239268 0.2509 -0.1599 0.3343 -0.17
C 1.311552 -3.105833 0.529426 -0.4646 -0.0559 -0.0198 0.65
O 2.312477 -3.437823 1.121218 0.1281 -0.0318 0.2512 -0.60
N 1.265977 -2.816709 -0.790870 -0.1110 -0.1073 -0.4036 -0.61
C 2.463477 -2.450725 -1.532725 0.1582 0.0688 0.0371 -0.15
C 2.331253 -2.818690 -2.999216 0.0290 0.1161 0.2371 -0.61
C 2.557574 -0.935865 -1.314363 -0.1510 -0.1074 -0.4026 0.80
O 1.905591 -0.131531 -1.930245 -0.0391 0.0155 -0.1912 -0.62
O 3.332816 -0.637590 -0.287808 0.5654 0.0918 0.6493 -0.68
C -1.763283 -0.033562 -0.088890 0.2046 0.2813 0.0019 -0.18
O 1.970262 1.481768 1.013645 0.0414 -0.1487 0.1671 -0.55
C 2.371069 2.823749 0.670041 0.3800 0.8702 -0.0352 0.27
C 3.469564 3.183611 1.670739 -0.3874 -0.2274 -0.1633 -0.61
C 2.928003 2.823906 -0.758145 -0.2671 -0.1271 0.2437 -0.66
C 1.181642 3.777662 0.811396 -0.0482 -0.3181 -0.1172 -0.42
C 0.038103 3.355480 -0.103648 0.0218 0.0738 0.1066 -0.42
H -3.359291 -0.625649 2.203923 0.0817 0.1009 0.0753 0.21
H -2.997242 -2.346524 2.349168 0.1067 -0.0517 0.0715 0.20
H -4.475968 -1.692207 3.055295 0.0002 0.0309 0.1136 0.21
H -5.003498 -2.880952 0.958180 -0.0693 0.0157 -0.0363 0.20
H -5.337844 -1.155464 0.789849 -0.0572 -0.0558 -0.0437 0.20
H -4.222700 -2.107140 -1.200215 0.0573 0.0256 -0.0186 0.22
H -2.836311 -2.583737 -0.212917 -0.1503 0.0099 -0.1149 0.24
H -4.879082 0.161183 -1.446154 -0.0758 -0.0201 -0.0323 0.23
H 1.210359 -0.865961 1.375174 0.0880 -0.0690 0.0501 0.24
H 0.132954 -2.719096 2.279374 0.0384 -0.0044 -0.1644 0.21
H -0.505645 -4.010132 1.240583 0.1084 0.1184 0.0334 0.23
H 0.394023 -2.486774 -1.182430 0.0314 0.0137 0.1589 0.41
H 3.307961 -2.944117 -1.044627 -0.1400 0.0813 -0.1122 0.25
H 2.085191 -3.872092 -3.100175 0.0094 -0.0866 0.0117 0.22
H 1.549308 -2.218286 -3.459327 -0.0488 0.0269 -0.0801 0.22
H 3.266190 -2.622796 -3.516406 0.0620 0.0341 -0.1035 0.22
H 3.188498 0.280320 0.029314 -0.1998 -0.2602 -0.2675 0.51
H 4.263089 2.441184 1.638720 0.1213 -0.0550 -0.0228 0.22
H 3.066894 3.210085 2.679974 -0.0369 0.0238 0.1096 0.22
H 3.885623 4.157179 1.429517 0.0634 0.1094 -0.0464 0.22
H 3.912790 2.360244 -0.780524 0.0895 -0.0678 -0.0385 0.21
H 3.023784 3.842861 -1.122639 0.0526 0.1390 -0.0211 0.22
H 2.272872 2.269477 -1.426600 -0.0080 -0.0085 -0.0766 0.25
H 1.504074 4.793344 0.584536 0.0661 0.0070 0.0363 0.22
H 0.840548 3.750933 1.849345 0.0310 0.0421 0.0338 0.21
H -0.864686 3.924823 0.122077 0.0630 0.0256 -0.0652 0.24
H 0.284915 3.548531 -1.150325 -0.0365 0.0738 -0.0218 0.22

(2)
51
Properties=species:S:1:pos:R:3:forces:R:3:mulliken_charge:R:1 method="wB97M-V/def2-TZVPD" largest_force_ev_per_a=1.2 gap_ev="4.89 / 4.62" total_charge=-2
Tl 0.610296 0.382000 0.201782 -0.9214 -0.4149 -0.5180 0.51
C -2.468569 1.725602 1.331828 0.1923 0.3662 -0.7186 -0.41
C -1.486288 2.701910 0.996648 -0.3617 -0.3870 -0.2398 -0.40
C -1.317913 2.687335 -0.424138 -0.3194 -0.4466 0.2187 -1.00
H -0.969745 3.354833 1.699777 -0.0369 -0.1831 -0.1394 0.39
C -2.207007 1.703732 -0.962829 -0.1130 0.1938 0.8042 -0.33
C -2.918567 1.119628 0.123469 0.4664 0.6823 -0.0830 -0.61
H -3.688530 0.355846 0.042788 0.2836 0.0485 0.0226 0.41
H -2.827690 1.500050 2.334562 0.1376 -0.0102 -0.1927 0.39
H -0.652051 3.326630 -1.002238 -0.1119 -0.0957 0.1228 0.42
H -2.338797 1.464683 -2.017390 0.1224 -0.0142 0.2669 0.38
C -0.537083 -2.541637 1.549819 -0.3816 0.2692 -0.4669 -0.52
C -1.832095 -2.135172 1.107028 0.4814 -0.3233 -0.0815 -0.56
C -1.872535 -2.252064 -0.307608 0.8036 -0.4108 0.2353 -0.60
H -2.650831 -1.802011 1.740958 0.1832 0.0141 -0.0880 0.30
C -0.598264 -2.708337 -0.747777 -0.4705 -0.3704 0.7853 0.23
C 0.230050 -2.884768 0.398842 -0.5490 0.1217 -0.3149 -1.01
H 1.260088 -3.236010 0.386388 -0.1194 0.0433 0.0350 0.38
H -0.202243 -2.607446 2.582543 -0.0266 0.0654 -0.0790 0.53
H -2.725627 -2.052864 -0.951120 0.1526 0.1249 0.1302 0.36
H -0.326291 -2.935879 -1.774553 0.0174 0.2628 0.2465 0.13
O 0.811886 -0.529139 -1.887825 0.5544 0.7640 -0.0737 -0.47
C 0.544865 -1.335465 -4.301608 0.4505 0.0634 -0.4829 0.82
C 1.737734 -0.491493 -4.075425 0.2794 0.4465 0.1183 -0.92
C -0.763918 -0.731231 -4.537113 -0.8258 0.2673 0.1720 -0.92
C 0.744276 -2.785072 -4.362953 -0.0447 -0.7959 0.2843 -1.49
C 2.020752 -0.386494 -2.553363 -0.9857 -0.2677 0.5776 -0.46
H 1.578209 0.524376 -4.473926 0.0430 -0.2282 -0.0113 0.27
H 2.613082 -0.944751 -4.561019 0.1010 0.1756 -0.1992 0.32
H 2.696950 -1.213292 -2.255483 0.3087 0.1076 -0.1269 0.26
H 2.517301 0.579701 -2.322989 0.2762 -0.1239 -0.1543 0.18
H -0.836478 -0.215145 -5.512281 0.0241 -0.0164 -0.0220 0.31
H -0.981356 0.023715 -3.763852 0.0186 -0.2060 -0.1118 -0.02
H -1.554898 -1.495793 -4.504555 0.0950 0.2668 0.0019 0.34
H 1.250417 -3.122469 -5.286457 0.0135 0.0491 -0.0584 0.35
H -0.211683 -3.325298 -4.297505 0.2764 0.0442 0.0425 0.35
H 1.386205 -3.117762 -3.529761 -0.1820 -0.0387 -0.1273 0.33
C 2.236983 0.429806 2.354523 0.1930 -0.4560 -0.0336 -1.67
C 1.557252 1.148480 3.367115 -0.1016 0.5570 0.5857 1.29
C 0.396894 0.647919 4.038521 0.4023 0.2419 -0.0778 -0.10
C -0.262040 1.437150 4.975946 0.3846 0.0521 -0.0979 -0.44
C 0.203610 2.728602 5.283447 0.0630 -0.1133 -0.1355 -0.43
C 1.355484 3.224777 4.646874 -0.1773 -0.2369 0.1501 -0.40
C 2.035601 2.447882 3.720507 -0.5165 -0.3028 -0.0333 -0.71
H 3.057735 0.926035 1.835126 -0.0846 -0.2875 0.1953 0.34
H 2.164354 -0.655833 2.308902 0.0299 0.2613 -0.0902 0.47
H 0.033534 -0.354346 3.778529 0.0689 0.4793 0.0351 0.14
H -1.145951 1.040226 5.480646 0.2039 0.1658 -0.1889 0.36
H -0.335284 3.343729 6.007617 0.1700 -0.1570 -0.2142 0.32
H 1.724793 4.222308 4.891557 -0.1068 -0.2047 -0.0422 0.32
H 2.943386 2.812818 3.228026 -0.3604 -0.0428 0.1729 0.25